The following is a DFT calculation (the ωB97M-V functional and the def2-TZVPD basis) of one molecule with the formula C5H8O.

XYZ file:
```
14
Properties=species:S:1:pos:R:3:forces:R:3
C 1.20233 -0.09187 -0.65144 -0.03 -0.09 -0.06
H -1.03756 -1.78776 0.99005 -0.17 0.16 0.01
H -2.03704 0.96977 0.02307 -0.17 -0.13 -0.04
O -2.97991 -0.76202 -0.44244 0.27 0.33 0.28
C 0.13802 -0.87485 -0.51108 0.36 -0.03 -0.01
H 1.93506 -0.37970 -1.39957 -0.13 0.24 -0.18
H 0.56143 1.68285 0.41726 0.21 -0.16 -0.03
C -2.07077 -0.14242 0.05478 -0.30 -0.16 -0.16
C 1.48443 1.16207 0.13380 0.04 0.04 0.04
H 2.06248 0.98048 1.04883 -0.03 -0.02 -0.16
H -0.40871 -0.17444 1.44033 -0.18 -0.06 -0.12
C -0.83442 -0.77550 0.63023 -0.06 -0.03 0.05
H 2.06200 1.84705 -0.49433 -0.05 -0.05 0.18
H -0.07734 -1.65367 -1.23949 0.24 -0.05 0.20
```
Forces are in eV/Å.

As for the calculated total energy: -270.514537 hartree. The LUMO energy is 1.0 eV. The calculation puts the HOMO energy at -9.31 eV. The SMILES is C/C=C\CC=O. The value obtained for the energy relative to the best compared isomer or geometry (same formula, charge and spin) is 113.8 kJ/mol. For the HOMO-LUMO gap, the calculation gives 10.27 eV.

Mulliken population analysis, charges in e, atoms 1 to 8:
1 C -0.027
2 H 0.282
3 H 0.296
4 O -0.469
5 C -0.499
6 H 0.380
7 H 0.280
8 C 0.085